DFT (ωB97M-V/def2-TZVPD) results for a single C19H20N2O3 molecule.

**Max |F|**: 0.650 eV/A
**Kohn-Sham gap**: 8.37 eV
**E_LUMO**: -0.059 eV
**SMILES**: O=C(N[C@H](C(=O)c1ccccc1)N1CCOCC1)c1ccccc1

Geometry (Å):
O: -1.63 -0.19 -2.08
C: -1.81 -0.44 -0.91
N: -0.81 -0.35 0.01
C: 0.57 -0.14 -0.40
C: 1.46 -1.09 0.41
O: 0.97 -1.79 1.27
C: 2.89 -1.12 0.09
C: 3.72 -1.92 0.89
C: 5.07 -2.00 0.64
C: 5.63 -1.29 -0.40
C: 4.82 -0.49 -1.20
C: 3.46 -0.41 -0.97
N: 1.07 1.20 -0.28
C: 1.18 1.74 1.06
C: -0.11 2.42 1.55
O: -0.52 3.42 0.65
C: -0.75 2.88 -0.64
C: 0.51 2.20 -1.19
C: -3.14 -0.83 -0.36
C: -4.04 -1.45 -1.23
C: -5.29 -1.83 -0.78
C: -5.66 -1.58 0.53
C: -4.78 -0.94 1.39
C: -3.52 -0.57 0.95
H: -0.92 -0.80 0.91
H: 0.62 -0.41 -1.47
H: 3.26 -2.48 1.70
H: 5.70 -2.63 1.27
H: 6.69 -1.35 -0.60
H: 5.26 0.07 -2.02
H: 2.85 0.22 -1.59
H: 1.48 0.95 1.75
H: 1.98 2.50 1.04
H: 0.06 2.91 2.50
H: -0.91 1.67 1.66
H: -1.03 3.72 -1.28
H: -1.58 2.16 -0.60
H: 0.27 1.72 -2.14
H: 1.28 2.95 -1.35
H: -3.73 -1.63 -2.25
H: -5.98 -2.32 -1.45
H: -6.64 -1.87 0.88
H: -5.08 -0.73 2.41
H: -2.86 -0.05 1.63

=====

DFT (ωB97M-V/def2-TZVPD) results for a single C19H20N2O3S molecule at a distorted geometry.

**Max |F|**: 1.274 eV/A
**Kohn-Sham gap**: 8.15 eV
**E_LUMO**: -0.015 eV
**SMILES**: O=C(/C=C/c1cccs1)N1CCN(Cc2ccc3c(c2)OCO3)CC1

Geometry (Å):
O: -3.27 2.13 -1.69
C: -2.13 1.92 -1.32
C: -1.05 2.90 -1.51
C: -1.34 4.13 -1.97
C: -0.40 5.17 -2.23
C: -0.65 6.43 -2.69
C: 0.50 7.22 -2.84
C: 1.63 6.56 -2.48
S: 1.31 4.95 -1.96
N: -1.80 0.75 -0.70
C: -0.48 0.40 -0.21
C: -0.60 -0.82 0.71
N: -1.16 -1.99 0.06
C: -0.17 -2.92 -0.46
C: 0.67 -3.50 0.65
C: 2.05 -3.55 0.55
C: 2.84 -4.10 1.56
C: 2.19 -4.57 2.67
C: 0.80 -4.52 2.78
C: 0.02 -3.99 1.79
O: 0.42 -5.05 3.99
C: 1.61 -5.45 4.63
O: 2.71 -5.15 3.80
C: -2.15 -1.64 -0.95
C: -2.80 -0.30 -0.62
H: -0.03 2.63 -1.31
H: -2.38 4.36 -2.17
H: -1.65 6.77 -2.93
H: 0.49 8.23 -3.19
H: 2.64 6.91 -2.48
H: -0.06 1.23 0.37
H: 0.19 0.17 -1.04
H: 0.39 -1.08 1.10
H: -1.23 -0.56 1.56
H: 0.48 -2.46 -1.22
H: -0.72 -3.73 -0.95
H: 2.53 -3.17 -0.34
H: 3.91 -4.14 1.48
H: -1.05 -3.94 1.87
H: 1.58 -6.54 4.82
H: 1.71 -4.92 5.59
H: -2.91 -2.42 -0.98
H: -1.70 -1.57 -1.95
H: -3.58 -0.06 -1.34
H: -3.25 -0.33 0.37

=====

DFT (ωB97M-V/def2-TZVPD) results for a single C19H20N2O5 molecule.

**Max |F|**: 0.743 eV/A
**Kohn-Sham gap**: 9.01 eV
**E_LUMO**: 0.496 eV
**SMILES**: COc1ccc(C[C@H](NC(=O)c2ccccc2)C(=O)NCC(=O)O)cc1

Geometry (Å):
C: -5.42 -2.90 0.16
O: -4.67 -1.96 -0.57
C: -3.32 -1.96 -0.43
C: -2.60 -2.80 0.42
C: -1.22 -2.69 0.49
C: -0.53 -1.77 -0.28
C: 0.96 -1.63 -0.14
C: 1.30 -0.75 1.08
N: 0.69 0.57 0.97
C: 0.78 1.42 -0.07
O: 1.54 1.27 -1.02
C: -0.15 2.58 -0.01
C: -0.50 3.20 1.19
C: -1.36 4.28 1.18
C: -1.88 4.76 -0.01
C: -1.52 4.16 -1.21
C: -0.66 3.08 -1.21
C: 2.82 -0.73 1.28
O: 3.34 -1.34 2.20
N: 3.50 -0.02 0.37
C: 4.94 -0.02 0.34
C: 5.51 -0.77 -0.85
O: 6.66 -0.74 -1.19
O: 4.58 -1.49 -1.49
C: -1.25 -0.94 -1.13
C: -2.62 -1.03 -1.20
H: -6.46 -2.73 -0.12
H: -5.32 -2.74 1.24
H: -5.15 -3.92 -0.09
H: -3.10 -3.53 1.03
H: -0.68 -3.35 1.16
H: 1.43 -2.60 0.01
H: 1.38 -1.18 -1.04
H: 0.88 -1.21 1.97
H: -0.03 0.77 1.65
H: -0.08 2.86 2.13
H: -1.63 4.76 2.11
H: -2.56 5.60 -0.01
H: -1.92 4.53 -2.14
H: -0.36 2.61 -2.13
H: 2.99 0.43 -0.39
H: 5.29 -0.51 1.25
H: 5.34 1.00 0.32
H: 4.98 -1.96 -2.24
H: -0.73 -0.22 -1.74
H: -3.19 -0.38 -1.86

=====

DFT (ωB97M-V/def2-TZVPD) results for 3 unconnected molecules or ions with the total composition C19H20N3O9P at a distorted geometry.

**Max |F|**: 8.531 eV/A
**Kohn-Sham gap**: 7.17 eV
**E_LUMO**: -1.585 eV
**SMILES**: [H]/N=C(/C)Cc1cccc2c1C(=O)c1cccc(P(=O)(O)O)c1C2=O.C[N+](=O)[O-].C[N+](=O)[O-]

Geometry (Å):
H: 6.38 1.38 0.27
N: 6.59 0.88 1.18
C: 5.55 0.05 1.54
C: 5.62 -0.89 2.93
C: 4.24 -0.03 0.54
C: 3.13 1.14 0.79
C: 3.47 2.76 0.54
C: 2.33 3.95 0.80
C: 0.81 3.56 1.34
C: 0.47 1.97 1.58
C: 1.61 0.77 1.32
C: 1.10 -0.80 1.58
O: 1.84 -1.72 2.20
C: -0.45 -1.11 1.03
C: -0.82 -2.50 0.24
C: -2.39 -2.67 -0.30
C: -3.51 -1.51 0.01
C: -3.15 -0.09 0.81
P: -4.52 1.21 1.11
O: -4.06 2.71 0.92
O: -5.76 0.92 -0.10
O: -5.28 0.99 2.70
C: -1.59 0.09 1.30
C: -1.04 1.47 2.08
O: -1.72 2.11 3.03
H: 5.42 -0.20 3.87
H: 6.71 -1.34 3.03
H: 4.83 -1.74 2.79
H: 4.66 0.11 -0.55
H: 3.81 -1.13 0.60
H: 4.54 3.05 0.12
H: 2.54 5.10 0.60
H: -0.05 4.33 1.52
H: 0.02 -3.31 0.04
H: -2.67 -3.65 -0.91
H: -4.63 -1.64 -0.38
H: -5.33 0.64 -0.98
H: -5.93 1.77 2.78
C: 3.88 -0.13 -4.73
N: 4.32 0.19 -3.34
O: 4.00 -0.61 -2.45
O: 4.97 1.23 -3.19
H: 3.32 -1.06 -4.72
H: 3.25 0.70 -5.07
H: 4.78 -0.23 -5.34
C: -7.89 -2.24 -1.59
N: -6.60 -2.59 -2.24
O: -5.64 -2.83 -1.49
O: -6.58 -2.60 -3.47
H: -7.76 -2.27 -0.50
H: -8.17 -1.24 -1.92
H: -8.63 -2.98 -1.91

=====

DFT (ωB97M-V/def2-TZVPD) results for a single C19H20N4O molecule.

**Max |F|**: 0.643 eV/A
**Kohn-Sham gap**: 8.24 eV
**E_LUMO**: 0.807 eV
**SMILES**: COc1ccc(Nc2cc(C)nc(NCc3ccccc3)n2)cc1

Geometry (Å):
C: -5.75 -1.78 1.03
O: -4.69 -0.95 1.45
C: -3.42 -1.28 1.05
C: -2.41 -0.43 1.50
C: -1.09 -0.66 1.17
C: -0.75 -1.75 0.36
N: 0.56 -2.04 0.01
C: 1.67 -1.25 0.01
C: 2.89 -1.78 -0.44
C: 3.99 -0.94 -0.44
C: 5.34 -1.41 -0.89
N: 3.89 0.33 -0.06
C: 2.69 0.75 0.34
N: 2.60 2.04 0.73
C: 1.33 2.69 0.93
C: 0.37 2.51 -0.23
C: 0.84 2.43 -1.54
C: -0.04 2.23 -2.58
C: -1.40 2.11 -2.34
C: -1.87 2.21 -1.04
C: -0.99 2.41 0.00
N: 1.58 0.01 0.42
C: -1.76 -2.60 -0.07
C: -3.08 -2.38 0.27
H: -6.65 -1.34 1.45
H: -5.84 -1.80 -0.07
H: -5.64 -2.80 1.40
H: -2.68 0.40 2.12
H: -0.31 0.00 1.51
H: 0.69 -2.94 -0.44
H: 2.96 -2.80 -0.78
H: 5.29 -1.77 -1.91
H: 6.04 -0.59 -0.82
H: 5.67 -2.23 -0.26
H: 3.41 2.60 0.51
H: 1.51 3.76 1.10
H: 0.86 2.28 1.83
H: 1.90 2.51 -1.74
H: 0.33 2.16 -3.59
H: -2.09 1.94 -3.16
H: -2.93 2.11 -0.84
H: -1.36 2.48 1.01
H: -1.51 -3.46 -0.68
H: -3.84 -3.06 -0.09

=====

DFT (ωB97M-V/def2-TZVPD) results for a single C19H20N4O2 molecule at a distorted geometry.

**Max |F|**: 2.852 eV/A
**Kohn-Sham gap**: 8.49 eV
**E_LUMO**: 0.516 eV
**SMILES**: CCCOc1ccc([C@@H]2CNC(=O)N2c2ccc3nccn3c2)cc1

Geometry (Å):
C: -3.25 -0.06 -6.14
C: -3.25 0.99 -5.01
C: -2.44 0.50 -3.78
O: -2.18 1.54 -2.80
C: -1.19 1.29 -1.90
C: -1.03 0.09 -1.17
C: 0.11 -0.15 -0.43
C: 1.07 0.84 -0.29
C: 2.31 0.63 0.52
C: 3.42 0.22 -0.45
N: 4.05 -0.89 0.25
C: 3.27 -1.35 1.24
O: 3.49 -2.44 1.73
N: 2.24 -0.47 1.52
C: 1.38 -0.47 2.68
C: 0.51 0.69 2.84
C: -0.44 0.76 3.86
C: -0.58 -0.40 4.72
N: -1.46 -0.57 5.67
C: -1.14 -1.84 6.16
C: -0.08 -2.43 5.48
N: 0.27 -1.49 4.54
C: 1.27 -1.56 3.54
C: 0.90 2.05 -0.99
C: -0.22 2.29 -1.76
H: -2.21 -0.22 -6.51
H: -3.85 0.31 -7.02
H: -3.63 -1.01 -5.77
H: -4.28 1.20 -4.74
H: -2.83 1.96 -5.33
H: -1.48 0.09 -4.13
H: -2.98 -0.32 -3.31
H: -1.80 -0.68 -1.28
H: 0.25 -1.05 0.11
H: 2.57 1.56 1.02
H: 3.01 -0.06 -1.42
H: 4.17 1.02 -0.60
H: 4.59 -1.61 -0.23
H: 0.60 1.52 2.20
H: -1.14 1.55 3.96
H: -1.60 -2.32 7.00
H: 0.39 -3.38 5.73
H: 1.94 -2.40 3.45
H: 1.60 2.86 -0.92
H: -0.36 3.26 -2.24

=====

DFT (ωB97M-V/def2-TZVPD) results for a single C19H20N4O2S2 molecule at a distorted geometry.

**Max |F|**: 1.311 eV/A
**Kohn-Sham gap**: 8.14 eV
**E_LUMO**: 0.538 eV
**SMILES**: C=CCCC(=O)Nc1nc(C)c(-c2csc(Nc3cccc(OC)c3)n2)s1

Geometry (Å):
C: 2.94 -3.34 7.14
C: 2.35 -3.22 5.97
C: 3.05 -3.26 4.65
C: 2.51 -4.41 3.79
C: 3.25 -4.47 2.48
O: 4.17 -5.22 2.25
N: 2.87 -3.57 1.50
C: 1.85 -2.66 1.45
N: 1.04 -2.36 2.41
C: 0.14 -1.41 2.05
C: -0.85 -0.96 3.06
C: 0.26 -0.96 0.75
C: -0.48 0.01 0.00
C: -1.59 0.72 0.38
S: -2.11 1.77 -0.89
C: -0.77 1.17 -1.86
N: -0.46 1.56 -3.12
C: -1.05 2.46 -4.00
C: -0.42 2.63 -5.24
C: -0.95 3.51 -6.16
C: -2.10 4.23 -5.89
C: -2.73 4.07 -4.66
O: -3.86 4.71 -4.27
C: -4.46 5.62 -5.16
C: -2.20 3.18 -3.72
N: -0.04 0.29 -1.26
S: 1.58 -1.78 -0.04
H: 2.39 -3.30 8.07
H: 4.01 -3.48 7.22
H: 1.27 -3.08 5.91
H: 2.87 -2.32 4.12
H: 4.12 -3.38 4.80
H: 1.45 -4.25 3.61
H: 2.67 -5.36 4.31
H: 3.42 -3.65 0.65
H: -0.62 -1.45 4.01
H: -1.86 -1.23 2.76
H: -0.80 0.12 3.20
H: -2.13 0.69 1.30
H: 0.36 1.09 -3.47
H: 0.48 2.08 -5.46
H: -0.46 3.64 -7.11
H: -2.48 4.91 -6.63
H: -3.79 6.45 -5.40
H: -4.77 5.13 -6.09
H: -5.34 6.00 -4.64
H: -2.73 3.08 -2.79

=====

DFT (ωB97M-V/def2-TZVPD) results for a single C19H20N4O5 molecule at a distorted geometry.

**Max |F|**: 1.703 eV/A
**Kohn-Sham gap**: 8.62 eV
**E_LUMO**: 0.018 eV
**SMILES**: COc1ccc(CNC(=O)c2ccc(Cn3nc(C)c([N+](=O)[O-])c3C)o2)cc1

Geometry (Å):
C: 7.77 2.45 0.35
O: 7.01 1.67 -0.54
C: 6.04 0.85 -0.03
C: 5.72 0.74 1.32
C: 4.71 -0.12 1.71
C: 4.02 -0.89 0.79
C: 2.92 -1.82 1.21
N: 1.65 -1.46 0.60
C: 1.07 -2.21 -0.36
O: 1.48 -3.30 -0.72
C: -0.15 -1.61 -0.93
C: -1.00 -2.12 -1.88
C: -2.01 -1.15 -2.06
C: -1.71 -0.12 -1.21
C: -2.42 1.17 -0.93
N: -3.79 0.94 -0.54
N: -4.78 1.34 -1.34
C: -5.91 1.00 -0.77
C: -7.23 1.29 -1.37
C: -5.63 0.34 0.46
N: -6.56 -0.17 1.38
O: -7.75 -0.05 1.11
O: -6.15 -0.70 2.40
C: -4.23 0.32 0.57
C: -3.33 -0.23 1.61
O: -0.59 -0.40 -0.51
C: 4.35 -0.78 -0.55
C: 5.35 0.08 -0.96
H: 8.47 3.00 -0.27
H: 7.14 3.16 0.90
H: 8.32 1.83 1.07
H: 6.23 1.32 2.07
H: 4.47 -0.20 2.77
H: 3.13 -2.84 0.88
H: 2.80 -1.82 2.30
H: 1.30 -0.53 0.79
H: -0.90 -3.06 -2.38
H: -2.84 -1.20 -2.73
H: -2.47 1.78 -1.83
H: -1.89 1.71 -0.15
H: -7.78 0.37 -1.53
H: -7.83 1.90 -0.69
H: -7.09 1.81 -2.31
H: -3.92 -0.53 2.47
H: -2.59 0.52 1.90
H: -2.81 -1.10 1.22
H: 3.82 -1.38 -1.28
H: 5.61 0.18 -2.00